Molecular formula: C5H7NO
Method: DFT, wB97M-V/def2-TZVPD

```
14
Properties=species:S:1:pos:R:3:forces:R:3:mulliken_charge:R:1
O 1.048 -1.451 1.012 0.279 0.644 -0.415 -0.583
C 1.353 -0.462 0.394 -0.149 -0.394 0.260 0.621
C 2.275 0.181 -0.547 0.172 -0.130 -0.120 -0.557
C 1.029 0.914 0.014 -0.323 0.105 0.227 -0.497
H 3.245 0.513 -0.193 -0.060 -0.071 -0.016 0.245
H 2.241 -0.116 -1.589 0.053 -0.066 0.051 0.250
H 0.172 1.069 -0.636 0.138 -0.043 0.020 0.258
H 1.203 1.708 0.731 -0.004 -0.048 0.015 0.235
C -2.444 0.129 -0.606 -0.002 -0.124 0.146 -1.034
C -2.138 -0.615 0.437 0.084 -0.125 0.332 0.658
N -1.918 -1.296 1.429 -0.136 0.411 -0.647 -0.595
H -2.528 1.207 -0.502 0.003 -0.229 0.014 0.312
H -2.631 -0.336 -1.567 0.000 0.053 0.152 0.253
H -0.923 -1.488 1.591 -0.056 0.018 -0.019 0.434
```
Positions in Å, forces in eV/Å.

* net charge: 0
* energy: -8832.8649 eV
* SMILES string: O=C1CC1.C=C=N
* LUMO energy: 0.748 eV
* orbital gap: 9.650 eV

Molecular formula: C4H7NO
Method: DFT, wB97M-V/def2-TZVPD

```
13
Properties=species:S:1:pos:R:3:forces:R:3:mulliken_charge:R:1
C 2.148 -0.177 0.187 -0.036 -0.014 -0.042 -0.980
C 0.665 0.000 0.045 0.123 0.265 -0.053 0.693
N 0.100 1.127 -0.095 0.026 -0.246 0.141 -0.543
C -1.332 0.865 -0.238 -0.150 -0.034 -0.083 -0.347
C -1.476 -0.652 -0.005 -0.460 0.237 0.049 -0.275
O -0.122 -1.122 0.039 0.386 0.015 -0.081 -0.398
H 2.422 -0.731 1.091 -0.215 0.038 -0.153 0.286
H 2.605 0.816 0.228 -0.146 -0.221 -0.020 0.296
H 2.559 -0.716 -0.673 -0.137 0.019 0.123 0.271
H -1.906 1.428 0.498 0.055 0.125 -0.047 0.253
H -1.663 1.180 -1.236 0.044 -0.082 0.186 0.260
H -2.052 -1.139 -0.800 0.396 -0.119 0.141 0.243
H -1.950 -0.881 0.957 0.113 0.017 -0.163 0.241
```
Positions in Å, forces in eV/Å.

* net charge: 0
* energy: -7798.7922 eV
* SMILES string: CC1=NCCO1
* LUMO energy: 1.044 eV
* orbital gap: 10.453 eV

Molecular formula: C23H57BF2GeN2O8P3SSi3Ti
Method: DFT, wB97M-V/def2-TZVPD

```
102
Properties=species:S:1:pos:R:3:forces:R:3:mulliken_spin:R:1
Ti 0.440 0.992 0.016 0.175 -0.191 -0.063 0.068
N 1.651 4.418 -0.876 -0.024 -0.020 -0.047 -0.009
C 2.421 4.039 0.328 0.058 -0.003 0.077 0.004
C 3.443 5.086 0.777 -0.038 0.122 -0.092 0.000
P 3.309 2.475 -0.067 -0.392 -0.110 -0.113 -0.017
O 4.007 2.966 -1.464 0.242 -0.027 -0.152 0.000
O 4.313 2.094 0.938 0.048 0.013 -0.043 0.001
O 2.255 1.463 -0.541 0.382 0.144 0.274 -0.036
P 1.164 3.784 1.666 -0.050 -0.246 -0.123 -0.002
O 0.094 4.976 1.343 -0.124 0.106 -0.070 0.000
O 1.723 3.978 3.008 0.050 -0.032 -0.024 0.000
O 0.398 2.524 1.248 0.126 0.159 0.061 -0.011
H 2.240 4.393 -1.702 0.019 0.023 0.008 0.003
H 1.275 5.352 -0.758 0.021 0.025 0.003 0.003
H 0.103 3.384 -1.195 0.088 -0.152 0.027 0.020
H 4.179 5.259 -0.013 -0.009 0.014 0.005 0.000
H 3.955 4.747 1.675 -0.010 -0.026 0.006 0.000
H 2.934 6.027 1.005 0.018 0.001 -0.005 0.000
H 4.425 2.211 -1.904 -0.163 0.163 0.111 0.000
H -0.691 4.592 0.927 0.110 -0.001 0.079 -0.002
O -1.272 1.956 -0.754 0.038 0.174 0.029 0.107
N -0.712 2.872 -1.636 -0.202 -0.122 -0.094 -0.117
C -1.690 3.901 -1.978 0.110 0.110 -0.034 0.266
C -1.483 4.657 -3.070 0.109 -0.145 -0.095 -0.105
C -0.476 4.296 -4.021 -0.202 0.201 0.126 0.373
C 0.111 3.045 -3.922 0.054 -0.463 0.061 -0.147
C -0.101 2.186 -2.841 -0.212 0.796 -0.162 0.338
S 0.293 0.589 -2.619 0.214 -0.205 -0.204 0.230
H -2.463 4.006 -1.233 -0.018 0.005 -0.006 0.002
H -2.143 5.494 -3.263 -0.004 -0.007 0.015 -0.004
H -0.289 4.929 -4.876 0.004 -0.021 -0.014 0.033
H 0.704 2.650 -4.738 0.012 0.038 0.016 -0.009
C 2.340 -4.058 -1.424 -0.037 -0.083 -0.034 0.001
P 1.627 -2.386 -1.744 -0.139 0.151 -0.145 0.003
C 3.022 -1.736 -2.762 0.128 -0.043 0.064 0.005
C 0.464 -2.810 -3.136 0.019 -0.068 -0.061 0.020
H 2.594 -4.569 -2.357 0.030 -0.010 0.014 0.000
H 1.632 -4.668 -0.862 -0.022 -0.009 -0.022 0.000
H 3.241 -3.954 -0.817 0.018 0.018 0.029 0.000
H 3.317 -2.441 -3.547 0.002 0.001 0.007 0.000
H 3.874 -1.545 -2.108 0.013 0.011 -0.001 0.002
H 2.726 -0.791 -3.216 -0.039 0.022 0.011 -0.003
H 0.454 -3.884 -3.340 0.010 0.007 -0.008 0.001
H 0.759 -2.285 -4.045 0.024 0.017 -0.005 -0.002
H -0.551 -2.495 -2.894 -0.018 0.009 0.039 -0.011
C -1.803 -0.410 3.860 -0.029 0.034 0.020 0.000
Si -2.634 0.125 2.256 0.101 -0.125 -0.181 0.001
C -4.470 -0.333 2.476 -0.027 0.005 0.047 0.001
C -2.682 2.019 2.278 -0.085 -0.036 0.025 0.000
Ge -1.551 -0.772 0.270 -0.391 -0.150 0.428 -0.021
Si -3.505 -0.568 -1.138 0.157 -0.055 -0.060 0.005
C -4.907 -1.810 -0.791 -0.048 0.033 -0.019 0.000
C -3.147 -0.871 -2.979 -0.008 0.013 -0.011 0.016
C -4.381 1.111 -1.097 -0.070 -0.040 0.021 -0.024
Si -1.744 -3.123 0.753 0.050 0.127 -0.180 -0.001
C -0.272 -4.021 1.513 0.020 -0.014 -0.010 0.000
C -2.019 -4.100 -0.860 -0.008 -0.080 0.033 0.000
C -3.193 -3.645 1.863 0.014 -0.011 0.023 0.000
H -2.390 -0.043 4.709 0.035 -0.008 0.048 0.000
H -0.792 -0.009 3.917 0.019 0.055 -0.003 0.000
H -1.711 -1.495 3.936 -0.050 -0.030 -0.004 0.000
H -4.792 0.071 3.442 -0.046 -0.007 0.005 0.000
H -4.658 -1.406 2.474 0.035 -0.028 0.037 0.000
H -5.095 0.114 1.701 -0.004 0.034 -0.014 0.000
H -3.531 2.339 2.893 0.048 0.069 0.008 0.000
H -2.791 2.430 1.274 -0.044 -0.015 -0.054 -0.001
H -1.763 2.425 2.698 0.075 0.016 0.040 0.000
H -4.589 -2.846 -0.916 0.003 -0.007 -0.018 0.000
H -5.713 -1.615 -1.507 -0.038 -0.026 -0.004 0.000
H -5.316 -1.711 0.215 -0.028 0.044 0.033 0.000
H -3.010 -1.937 -3.182 -0.005 -0.026 0.006 -0.001
H -2.245 -0.356 -3.312 0.011 0.064 0.019 -0.005
H -3.990 -0.518 -3.583 -0.025 -0.035 -0.027 0.003
H -4.737 1.379 -0.101 -0.003 -0.024 0.006 0.000
H -5.241 1.072 -1.776 -0.020 0.041 0.022 -0.001
H -3.703 1.895 -1.424 0.077 0.051 -0.069 0.011
H 0.653 -3.792 0.985 -0.003 0.024 -0.028 0.000
H -0.467 -5.099 1.457 0.055 -0.017 0.018 0.000
H -0.108 -3.736 2.550 -0.052 0.003 0.072 0.000
H -1.068 -4.231 -1.376 0.063 -0.034 -0.010 0.000
H -2.707 -3.635 -1.566 -0.015 0.034 0.020 0.000
H -2.406 -5.096 -0.612 0.010 -0.028 -0.035 0.000
H -3.108 -3.211 2.861 0.026 0.000 0.039 0.000
H -3.152 -4.735 1.961 -0.044 -0.023 0.040 0.000
H -4.170 -3.371 1.464 0.010 -0.007 -0.062 0.000
F 1.574 0.573 2.592 0.009 0.051 -0.190 0.001
B 1.344 -0.458 1.655 0.144 -0.358 0.820 -0.001
F 0.570 -1.428 2.325 -0.158 -0.075 -0.087 0.003
C 4.805 -1.553 0.871 0.002 -0.011 0.028 0.000
C 3.641 -1.486 1.861 0.098 -0.042 -0.024 0.000
C 4.031 -0.554 3.010 -0.034 -0.003 0.053 0.000
C 3.342 -2.885 2.410 -0.035 0.000 0.013 0.000
O 2.538 -1.025 1.095 -0.195 0.244 -0.221 0.006
H 5.709 -1.943 1.348 -0.012 0.000 0.019 0.000
H 5.007 -0.552 0.489 -0.005 0.034 0.007 0.000
H 4.544 -2.206 0.036 -0.015 -0.013 -0.023 0.000
H 4.982 -0.895 3.432 0.010 -0.010 0.009 0.000
H 3.277 -0.560 3.796 0.008 -0.008 -0.002 0.000
H 4.141 0.466 2.649 0.012 0.005 -0.022 0.000
H 4.176 -3.252 3.016 0.029 0.019 -0.008 0.000
H 3.171 -3.590 1.594 -0.035 -0.012 -0.055 0.000
H 2.442 -2.858 3.024 -0.007 0.012 0.018 0.000
```
Positions in Å, forces in eV/Å.

* net charge: -2
* energy: -192227.4003 eV
* LUMO energy (spin up / spin down): 4.206 / 3.893 eV
* orbital gap (spin up / spin down): 5.730 / 5.411 eV
* 2S+1: 2

Molecular formula: BrH2NO
Method: DFT, wB97M-V/def2-TZVPD

```
5
Properties=species:S:1:pos:R:3:forces:R:3:mulliken_charge:R:1
N 0.995 0.144 0.332 -2.745 1.325 -0.002 -0.346
O -0.921 0.820 -0.153 4.915 0.965 0.479 -0.353
Br -2.135 -0.347 -0.080 -1.734 -1.995 0.172 0.149
H 1.332 0.205 -0.624 -0.228 -0.185 -0.347 0.283
H 0.729 -0.822 0.525 -0.208 -0.109 -0.303 0.267
```
Positions in Å, forces in eV/Å.

* net charge: 0
* energy: -73607.0840 eV
* LUMO energy (spin up / spin down): -2.156 / -2.159 eV
* orbital gap (spin up / spin down): 7.493 / 7.490 eV

Molecular formula: C3H13NO3
Method: DFT, wB97M-V/def2-TZVPD

```
20
Properties=species:S:1:pos:R:3:forces:R:3:mulliken_charge:R:1
C -3.062 0.380 -0.122 -0.202 1.028 1.954 -0.865
C -2.089 1.192 0.734 2.081 3.486 -0.430 -0.332
C -0.724 1.202 0.479 -2.598 -1.727 -1.296 0.251
N 0.298 2.149 0.397 -1.292 -1.122 -0.018 -0.552
H -3.503 0.995 -0.922 0.917 -0.320 -0.356 0.249
H -2.639 -0.580 -0.391 -0.280 -0.127 -0.374 0.305
H -3.935 0.318 0.517 -0.377 -1.057 0.157 0.270
H -2.515 2.166 1.169 0.386 -1.435 -0.607 0.196
H -0.504 0.221 0.108 0.859 -0.379 -0.837 -0.052
H 1.221 1.868 0.093 -0.323 -0.104 0.257 0.326
H 0.225 2.673 1.210 0.726 1.897 1.360 0.239
O 3.143 1.054 0.726 2.726 1.028 -1.544 -0.658
H 2.338 0.924 1.130 -2.638 -0.883 1.665 0.302
H 3.676 0.278 0.888 -0.029 -0.342 0.032 0.315
O 0.085 -2.958 -2.508 0.970 -0.666 0.474 -0.613
H -0.722 -2.652 -2.865 -1.383 0.966 -0.553 0.312
H 0.037 -3.888 -2.746 0.395 -0.233 0.157 0.310
O 1.485 -1.834 0.687 -1.217 -0.072 -0.563 -0.618
H 0.840 -1.737 -0.051 0.915 0.015 0.305 0.297
H 0.944 -2.364 1.289 0.363 0.046 0.217 0.317
```
Positions in Å, forces in eV/Å.

* net charge: 0
* energy: -10952.5173 eV
* SMILES string: C/C=C/N.O.O.O
* LUMO energy: 0.490 eV
* orbital gap: 8.333 eV

Molecular formula: C18H27NO3
Method: DFT, wB97M-V/def2-TZVPD

```
49
Properties=species:S:1:pos:R:3:forces:R:3:mulliken_charge:R:1
C 5.310 -0.604 -2.589 -0.069 -0.186 -0.255 -0.858
O 5.765 0.310 -1.621 0.008 0.312 0.637 -0.505
C 5.135 0.316 -0.398 0.110 0.100 -0.041 1.320
C 4.076 -0.492 -0.037 0.173 0.043 -0.150 -0.520
C 3.517 -0.394 1.235 -0.013 -0.026 0.205 0.294
C 2.329 -1.261 1.564 0.102 -0.047 -0.109 -1.526
N 1.126 -0.775 0.911 0.013 0.119 0.411 0.008
C 0.715 -1.243 -0.291 -0.390 0.518 0.069 0.389
O 1.274 -2.157 -0.862 0.166 -0.360 -0.282 -0.684
C -0.533 -0.576 -0.838 -0.046 -0.265 -0.161 -0.506
C -1.720 -1.542 -0.753 0.055 -0.100 0.122 -0.758
C -2.080 -1.946 0.678 -0.009 0.127 -0.117 -0.920
C -2.625 -0.787 1.522 -0.024 -0.210 -0.068 -0.620
C -3.840 -0.179 0.894 0.246 0.029 0.218 -0.288
C -3.934 1.088 0.529 -0.265 0.215 -0.042 -0.546
C -5.101 1.763 -0.134 -0.076 -0.111 -0.166 0.855
C -4.653 2.300 -1.499 -0.098 0.056 0.237 -1.402
C -6.322 0.864 -0.296 0.173 0.235 0.142 -1.687
C 4.026 0.522 2.139 -0.088 -0.194 -0.104 -0.844
C 5.093 1.333 1.788 0.247 0.110 -0.303 -0.663
C 5.653 1.241 0.526 -0.155 -0.158 -0.057 0.326
O 6.698 2.039 0.184 0.043 0.002 -0.059 -0.616
H 5.934 -0.440 -3.466 -0.078 -0.060 0.033 0.240
H 5.425 -1.637 -2.248 -0.019 0.039 -0.004 0.344
H 4.262 -0.424 -2.848 0.034 -0.013 0.024 0.345
H 3.658 -1.208 -0.726 -0.035 -0.098 -0.134 0.547
H 2.154 -1.289 2.643 0.048 -0.046 -0.081 0.515
H 2.490 -2.276 1.193 -0.039 0.087 0.168 0.398
H 0.711 0.062 1.286 -0.062 -0.056 -0.151 0.268
H -0.353 -0.341 -1.889 0.067 0.062 0.065 0.311
H -0.754 0.350 -0.308 0.013 0.090 0.006 0.238
H -2.589 -1.077 -1.223 0.035 -0.043 -0.071 0.388
H -1.464 -2.441 -1.316 -0.038 0.046 -0.065 0.462
H -1.200 -2.368 1.168 -0.038 -0.107 0.042 0.457
H -2.840 -2.728 0.630 0.028 -0.070 0.051 0.444
H -1.858 -0.024 1.664 0.018 0.064 0.072 0.160
H -2.889 -1.178 2.509 0.080 0.056 0.034 0.380
H -4.660 -0.865 0.740 -0.256 -0.058 -0.088 0.353
H -3.090 1.749 0.698 0.211 0.012 0.063 0.311
H -5.384 2.621 0.489 0.022 -0.048 -0.045 0.259
H -4.358 1.476 -2.146 0.041 -0.087 -0.084 0.277
H -3.805 2.972 -1.389 0.101 0.075 -0.055 0.388
H -5.463 2.843 -1.979 -0.057 0.080 -0.091 0.410
H -7.139 1.426 -0.743 -0.088 0.008 -0.051 0.437
H -6.095 0.020 -0.943 -0.002 -0.137 -0.074 0.346
H -6.654 0.487 0.669 -0.086 -0.103 0.064 0.368
H 3.598 0.603 3.127 -0.056 -0.008 0.122 0.347
H 5.505 2.047 2.483 0.070 0.103 0.082 0.402
H 6.949 1.822 -0.725 -0.019 0.006 0.040 0.354
```
Positions in Å, forces in eV/Å.

* net charge: 0
* energy: -26736.9443 eV
* SMILES string: COc1cc(CNC(=O)CCCC/C=C/C(C)C)ccc1O
* LUMO energy: 0.723 eV
* orbital gap: 8.881 eV

Molecular formula: C2H6I2Si
Method: DFT, wB97M-V/def2-TZVPD

```
11
Properties=species:S:1:pos:R:3:forces:R:3:mulliken_charge:R:1
C -0.134 -0.679 0.509 2.161 -1.107 -2.223 -0.703
C 1.504 -0.157 -0.333 -2.526 -0.714 4.982 -0.901
Si -1.576 0.516 -0.052 -1.263 -1.129 0.917 0.460
I 2.006 1.853 0.152 0.027 0.183 0.491 0.082
I 3.076 -1.509 0.102 -0.369 0.056 -0.096 0.110
H 0.113 -0.772 1.595 -0.228 0.265 -0.983 0.381
H -0.284 -1.764 0.071 0.332 2.097 0.925 0.345
H 1.404 -0.003 -1.322 -0.667 -0.447 -3.440 0.549
H -0.957 1.305 -1.046 0.507 1.156 -0.682 -0.116
H -2.290 1.173 1.115 0.817 0.029 -0.398 -0.099
H -2.863 0.038 -0.790 1.209 -0.389 0.508 -0.108
```
Positions in Å, forces in eV/Å.

* net charge: 0
* energy: -26247.7037 eV
* LUMO energy: -0.149 eV
* orbital gap: 9.178 eV

Molecular formula: C18H18N2O5
Method: DFT, wB97M-V/def2-TZVPD

```
43
Properties=species:S:1:pos:R:3:forces:R:3:mulliken_charge:R:1
C 2.698 -3.561 3.231 0.215 -0.408 0.322 -0.769
O 2.365 -2.346 2.589 -0.132 0.226 -0.153 -0.462
C 1.430 -2.272 1.623 -0.206 0.142 -0.239 0.234
C 1.327 -1.009 1.035 -0.130 -0.293 0.049 -0.612
C 0.408 -0.720 0.043 -0.171 -0.428 -0.346 0.483
C 0.515 0.588 -0.709 0.227 -0.319 -0.002 -0.173
O 1.200 0.602 -1.710 0.010 0.005 -0.051 -0.636
N -0.102 1.655 -0.145 0.024 0.180 0.108 0.412
C -1.043 1.407 0.943 -0.298 -0.143 0.554 -0.451
C -1.802 2.660 1.353 -0.019 -0.114 -0.150 -0.904
C -2.333 3.339 0.095 0.078 0.011 0.130 -0.899
C -1.135 3.784 -0.687 -0.042 -0.109 -0.021 0.920
C -1.067 5.029 -1.288 0.083 -0.005 -0.035 -0.821
C 0.080 5.439 -1.945 -0.024 0.088 -0.033 -0.618
C 1.183 4.604 -1.974 -0.012 0.018 0.014 -0.741
C 1.136 3.360 -1.370 0.090 0.002 0.018 -0.594
C -0.028 2.933 -0.740 0.105 0.471 -0.312 0.382
C -0.426 -1.751 -0.382 1.013 -0.082 1.058 -1.123
N -1.422 -1.509 -1.375 -0.572 0.009 -0.383 1.057
O -1.938 -2.468 -1.914 -0.113 -0.123 -0.178 -0.678
O -1.723 -0.350 -1.594 -0.098 0.131 -0.169 -0.546
C -0.333 -3.026 0.170 -0.087 0.117 -0.145 -0.191
C 0.579 -3.311 1.170 0.084 0.161 0.021 1.437
O 0.692 -4.543 1.744 0.151 0.329 0.065 -0.484
C -0.110 -5.593 1.252 -0.109 -0.167 -0.048 -0.947
H 1.856 -3.962 3.797 0.095 0.043 -0.047 0.261
H 3.507 -3.303 3.913 -0.059 -0.034 -0.053 0.297
H 3.046 -4.309 2.518 -0.019 0.060 0.061 0.292
H 2.014 -0.252 1.378 0.096 0.096 0.036 0.535
H -1.768 0.658 0.607 0.083 0.059 0.094 0.362
H -0.494 1.000 1.801 -0.148 0.035 -0.090 0.250
H -1.141 3.349 1.883 -0.043 0.012 0.039 0.415
H -2.612 2.376 2.027 0.059 -0.050 0.037 0.403
H -2.920 2.623 -0.487 -0.098 -0.013 0.017 0.329
H -2.970 4.189 0.340 -0.008 -0.014 -0.065 0.394
H -1.927 5.682 -1.242 -0.088 0.056 0.029 0.404
H 0.115 6.407 -2.421 0.006 0.085 -0.039 0.382
H 2.090 4.920 -2.467 0.081 0.014 -0.044 0.390
H 2.000 2.718 -1.399 0.020 -0.035 -0.005 0.423
H -1.007 -3.777 -0.209 0.005 -0.060 0.032 0.624
H 0.183 -6.471 1.826 -0.065 0.027 -0.073 0.253
H 0.074 -5.774 0.190 -0.015 0.017 0.021 0.364
H -1.174 -5.394 1.412 0.029 0.003 -0.023 0.344
```
Positions in Å, forces in eV/Å.

* net charge: 0
* energy: -32172.7246 eV
* SMILES string: COc1cc(C(=O)N2CCCc3ccccc32)c([N+](=O)[O-])cc1OC
* LUMO energy: -0.378 eV
* orbital gap: 7.899 eV